No. 1
The following is a quantum chemistry calculation of a molecular structure, C22H19AsNO13S2Sn, from the Open Molecules 2025 dataset.

Last column: natural (NBO) charge in e.
Positions of all 59 atoms, in Å:
Sn1 -0.89478 1.90927 0.86217  2.477
O1 3.70839 1.43936 6.14736  -0.730
C1 3.99572 1.00654 5.02022  0.727
O2 5.04954 0.54487 4.54663  -0.743
C2 2.85947 1.16213 3.97392  -0.018
C3 3.08769 0.86762 2.63466  -0.225
C4 2.08363 1.03925 1.71184  0.066
N1 0.86182 1.46189 2.07200  -0.590
C5 0.60987 1.69846 3.37674  0.084
C6 1.58535 1.58762 4.33885  -0.136
C7 -0.82117 2.03160 3.73157  0.758
O3 -1.12585 2.39892 4.83783  -0.578
O4 -1.67948 1.84364 2.74044  -0.824
H1 4.06527 0.50985 2.34316  0.257
H2 2.25121 0.83894 0.66618  0.218
H3 1.36285 1.80896 5.37232  0.265
O5 -2.90077 -0.36126 -1.71380  -1.065
As1 -3.35115 1.28359 -1.23751  1.755
O6 -1.84908 2.15070 -1.88353  -0.837
O7 -2.74895 1.37413 0.38049  -1.227
C8 -1.21920 1.75035 -3.01047  0.442
C9 -1.78125 1.93352 -4.26735  -0.291
C10 -1.09864 1.51419 -5.39744  -0.167
C11 0.15028 0.91271 -5.29584  -0.249
C12 0.72005 0.73103 -4.04697  -0.144
C13 0.03319 1.14322 -2.91326  -0.456
S1 0.78892 0.96852 -1.34116  2.418
O8 0.93315 2.30749 -0.76165  -0.963
O9 1.96974 0.17856 -1.49931  -0.929
O10 -0.24725 0.30016 -0.44030  -1.053
H4 -2.03521 -0.60733 -1.34554  0.507
H5 -2.74622 2.41716 -4.34431  0.225
H6 -1.54622 1.66326 -6.37198  0.213
H7 0.67816 0.59326 -6.18403  0.216
H8 1.69058 0.26859 -3.93110  0.244
C14 0.53234 -4.15016 -2.97759  -0.627
C15 0.10408 -3.58951 -1.64835  -0.020
C16 1.03898 -3.28129 -0.66770  -0.189
C17 0.65437 -2.70833 0.53737  -0.224
C18 -0.68453 -2.45373 0.76333  -0.187
C19 -1.64106 -2.75639 -0.19674  -0.261
C20 -1.24256 -3.32734 -1.39346  -0.208
S2 -1.12930 -1.52232 2.22466  1.278
C21 -2.06514 -2.81078 3.05697  -0.818
O11 0.11531 -1.33701 3.01557  -0.977
H9 1.53485 -4.57348 -2.92219  0.215
H10 0.54445 -3.36734 -3.73950  0.222
H11 -0.15041 -4.92954 -3.31828  0.213
H12 2.08976 -3.46713 -0.85641  0.213
H13 1.37816 -2.42492 1.29187  0.256
H14 -2.68582 -2.51597 -0.03296  0.225
H15 -1.98519 -3.55156 -2.15076  0.213
H16 -1.40916 -3.66676 3.20797  0.236
H17 -2.93221 -3.07822 2.45369  0.225
H18 -2.38307 -2.39446 4.01115  0.243
O12 -0.75523 4.79404 -1.08693  -0.591
C22 -0.52554 4.83531 0.08882  0.675
O13 -0.74310 3.88386 0.98762  -0.862
H19 -0.09963 5.72229 0.58104  0.101

Output
HOMO energy: -5.500 eV
Orbital gap: 7.5 eV
Energy above the lowest of the compared OMol25 structures with the same formula, charge and spin: 0.00 kcal per mole
Charge: -1
Spin multiplicity: 1
Total energy: -5129.31773 a.u.

***

No. 2
The following is a quantum chemistry calculation of a molecular structure, C22H19CaCl2N2O7S4, from the Open Molecules 2025 dataset.

Last column: natural (NBO) charge in e.
Positions of all 57 atoms, in Å:
Ca1 0.09334 -0.56850 -0.25174  1.757
S1 4.19739 2.02431 -1.68086  -0.216
C1 2.68756 1.32089 -1.57982  -0.559
S2 1.28918 1.99180 -0.88512  -0.380
S3 2.74959 -0.20471 -2.45555  0.608
Cl1 -6.74781 -2.96499 -2.77627  -0.048
C2 -5.18519 -2.23809 -2.47621  -0.125
C3 -4.62391 -1.39578 -3.45051  -0.240
C4 -3.41295 -0.81171 -3.23395  -0.037
Cl2 -2.74514 0.23793 -4.44138  -0.010
C5 -2.63860 -0.99707 -2.02328  0.419
O1 -1.55160 -0.40832 -1.85291  -0.735
C6 -3.24807 -1.89821 -1.07081  -0.322
C7 -2.65154 -2.29131 0.17761  0.452
O2 -1.54638 -2.03270 0.64711  -0.675
C8 -4.50987 -2.47934 -1.31880  -0.154
H1 -5.15378 -1.20771 -4.37472  0.227
H2 -3.32178 -2.93063 0.78379  0.101
H3 -4.93926 -3.13711 -0.57186  0.211
C9 -3.90604 2.96128 0.59655  -0.256
O3 -2.81241 2.88559 1.51773  -0.522
C10 -2.03801 1.79616 1.35291  0.879
O4 -2.25345 0.91743 0.55840  -0.638
N1 -1.02179 1.79911 2.27041  -0.486
N2 -0.00703 0.86673 2.04995  -0.693
H4 -4.52000 3.78927 0.93805  0.185
H5 -4.47327 2.03289 0.59707  0.200
H6 -3.53528 3.14830 -0.41017  0.200
H7 -0.79170 2.68707 2.68867  0.380
H8 0.24243 0.38219 2.90081  0.366
H9 0.82108 1.30776 1.64817  0.399
O5 2.13481 -0.62696 1.20087  -1.067
S4 3.30600 -1.43274 0.70308  1.333
C11 4.59872 -1.06549 1.89704  -0.163
C12 4.30574 -0.35087 3.04657  -0.222
C13 5.32811 -0.04624 3.93352  -0.210
C14 6.62805 -0.45286 3.66740  -0.216
C15 6.91274 -1.15593 2.50448  -0.196
C16 5.89742 -1.45675 1.60962  -0.237
C17 2.96507 -3.11603 1.20870  -0.144
C18 2.04715 -3.37281 2.21090  -0.237
C19 1.78253 -4.68916 2.55750  -0.194
C20 2.43123 -5.72739 1.90233  -0.212
C21 3.33480 -5.45540 0.88447  -0.207
C22 3.59715 -4.14185 0.52473  -0.223
H10 3.28741 -0.02828 3.21638  0.232
H11 5.11021 0.51852 4.83128  0.209
H12 7.42454 -0.20815 4.35858  0.208
H13 7.92907 -1.45606 2.28427  0.210
H14 6.11769 -1.97895 0.68590  0.222
H15 1.53391 -2.54793 2.68828  0.232
H16 1.05784 -4.90417 3.33236  0.210
H17 2.21448 -6.75337 2.17161  0.208
H18 3.81522 -6.26613 0.35227  0.211
H19 4.25717 -3.91366 -0.30305  0.228
O6 1.35565 -1.04891 -2.26302  -0.548
O7 1.47186 -2.11137 -1.24084  -0.719

Output
HOMO energy: -4.622 eV
Orbital gap: 6.9 eV
Energy above the lowest of the compared OMol25 structures with the same formula, charge and spin: 10.55 kcal per mole
Charge: -1
Spin multiplicity: 1
Total energy: -4676.80666 a.u.

***

No. 3
The following is a quantum chemistry calculation of a single C22H19ClN6O2 molecule in a non-equilibrium geometry, from the Open Molecules 2025 dataset.

Last column: natural (NBO) charge in e.
Positions of all 50 atoms, in Å:
O1 -2.80870 -3.33001 -1.20859  -0.646
Cl1 2.31125 -1.60812 -6.43432  0.018
N1 0.26639 -0.52597 4.27379  -0.526
N2 1.42930 1.50097 4.46794  -0.535
N3 0.34297 0.97803 2.50321  -0.538
O2 -4.34039 -1.10979 -3.57526  -0.736
C1 -2.15911 -2.30624 -1.00965  0.653
C2 -1.03899 -0.91800 0.75688  -0.220
C3 -0.67908 -1.17015 2.15375  -0.181
C4 -1.10866 -2.41128 2.52610  0.018
C5 -1.62083 -2.06331 0.32055  0.014
C6 0.94630 0.39044 4.98900  0.314
C7 0.02617 -0.18910 3.01439  0.465
C8 1.06528 1.76372 3.21927  0.589
C9 3.16794 6.54505 3.90142  -0.232
C10 2.12208 6.56116 2.98570  -0.205
C11 3.60627 5.28464 4.47536  -0.213
C12 0.38710 -4.41065 -4.27140  -0.196
C13 1.27706 -3.78797 -5.15836  -0.225
C14 1.57580 5.33033 2.57296  -0.245
C15 2.98283 4.06590 4.06542  -0.184
C16 -0.67240 -3.71734 -3.70656  -0.220
C17 0.10277 -1.69735 -4.82947  -0.185
C18 1.14540 -2.39574 -5.43538  -0.065
C19 1.95256 4.07934 3.07821  0.138
C20 -0.85468 -2.35472 -4.02598  -0.021
N4 -1.65822 -2.97593 1.37309  -0.490
N5 1.35464 2.92065 2.56622  -0.568
N6 -1.79156 -1.43412 -2.00403  -0.587
C21 -3.33204 -2.03608 -3.93483  -0.056
C22 -1.98437 -1.55200 -3.42414  -0.095
H1 -5.24999 -1.44396 -3.62463  0.484
H2 -0.91401 -0.01034 0.15737  0.231
H3 -1.07378 -2.83386 3.53742  0.247
H4 1.24173 0.12516 5.98624  0.187
H5 3.58276 7.50358 4.24740  0.214
H6 1.68481 7.47929 2.59859  0.219
H7 4.39362 5.28564 5.22591  0.217
H8 0.55509 -5.46352 -4.04267  0.220
H9 2.11476 -4.33745 -5.58488  0.226
H10 0.77076 5.37082 1.84686  0.203
H11 3.35334 3.15304 4.49640  0.227
H12 -1.37350 -4.23622 -3.05910  0.242
H13 0.05874 -0.62187 -4.98836  0.213
H14 -2.13874 -3.86549 1.30356  0.434
H15 0.75603 2.99187 1.75898  0.414
H16 -1.04245 -0.81337 -1.73965  0.398
H17 -3.54191 -3.00646 -3.50970  0.198
H18 -3.26190 -2.14065 -5.04397  0.170
H19 -1.92842 -0.56255 -3.79104  0.212

Output
HOMO energy: -8.378 eV
Orbital gap: 8.9 eV
Energy above the lowest of the compared OMol25 structures with the same formula, charge and spin: 0.00 kcal per mole
Structure (SMILES): O=C(N[C@H](CO)c1cccc(Cl)c1)c1cc(-c2ncnc(Nc3ccccc3)n2)c[nH]1
Spin multiplicity: 1
Total energy: -1789.00164 a.u.

***

No. 4
The following is a quantum chemistry calculation of a molecular structure, C22H19I2N5O2PtS2, from the Open Molecules 2025 dataset.

Last column: natural (NBO) charge in e.
Positions of all 53 atoms, in Å:
Pt1 -0.64342 0.00349 0.18179  1.214
I1 4.26911 -5.70457 2.15975  0.355
C1 3.26339 -4.16818 1.25201  -0.106
C2 3.37878 -3.98277 -0.13279  -0.275
C3 2.70717 -2.95187 -0.72721  -0.199
I2 2.83678 -2.64825 -2.76277  0.305
C4 1.85807 -2.05429 0.05691  0.466
O1 1.24134 -1.12293 -0.52516  -0.622
C5 1.78316 -2.27107 1.49093  -0.093
C6 0.95398 -1.36801 2.37232  -0.255
N1 0.94305 0.02292 1.86669  -0.608
C7 0.64545 1.04751 2.87660  -0.268
C8 -0.82571 1.33460 2.97893  0.218
C9 -1.35004 1.96497 4.09419  -0.231
C10 -2.69720 2.28051 4.12085  -0.110
C11 -3.48728 1.94532 3.02885  -0.244
C12 -2.90109 1.30038 1.96277  0.075
N2 -1.59236 1.00439 1.93813  -0.505
C13 2.47317 -3.30116 2.04610  -0.204
H1 3.99485 -4.64761 -0.72382  0.261
H2 1.36515 -1.40070 3.38342  0.219
H3 -0.07594 -1.72694 2.42768  0.231
H4 1.83782 0.22836 1.44012  0.411
H5 1.15170 1.96843 2.58195  0.247
H6 1.03038 0.76124 3.85577  0.224
H7 -0.69988 2.20429 4.92873  0.243
H8 -3.12739 2.77118 4.98471  0.248
H9 -4.54345 2.17870 3.00585  0.247
H10 -3.47150 0.98819 1.10129  0.226
H11 2.42650 -3.46569 3.11644  0.242
O2 -2.52425 -1.17580 0.34547  -0.565
N3 -3.20162 -1.51504 -0.74560  0.009
C14 -4.47532 -1.96737 -0.58179  0.022
C15 -5.22318 -2.33691 -1.65700  -0.231
C16 -4.66780 -2.24177 -2.93969  -0.137
C17 -3.37893 -1.79572 -3.08232  -0.226
C18 -2.62888 -1.41993 -1.95935  0.017
S1 -1.02951 -0.81188 -2.08045  0.040
H12 -4.81092 -2.00586 0.44354  0.248
H13 -6.22738 -2.70147 -1.49743  0.257
H14 -5.24986 -2.51305 -3.81066  0.250
H15 -2.91113 -1.71655 -4.05359  0.253
S2 -0.02866 2.33128 -0.69224  -0.117
C19 -1.47652 2.81665 -1.44827  0.280
N4 -1.43963 3.99827 -2.12961  -0.493
C20 -2.49450 4.50608 -2.79948  0.130
C21 -3.65920 3.81421 -2.81588  -0.317
C22 -3.66756 2.61151 -2.09886  0.162
N5 -2.62957 2.13038 -1.43267  -0.484
H16 -0.56081 4.50006 -2.13378  0.450
H17 -2.35125 5.45794 -3.29272  0.254
H18 -4.52833 4.17781 -3.34241  0.268
H19 -4.57438 2.01391 -2.06167  0.220

Output
HOMO energy (alpha / beta): -13.079 / -13.459 eV
Orbital gap (alpha / beta): 7.4 / 5.9 eV
Energy above the lowest of the compared OMol25 structures with the same formula, charge and spin: 20.48 kcal per mole
Charge: +2
Spin multiplicity: 5
Total energy: -2784.45393 a.u.